{
  "formula": "C18H9Cl4NO2ReSe",
  "method": "the ωB97M-V functional and the def2-TZVPD basis",
  "spin_multiplicity": 2,
  "charge": -2,
  "s_squared": 0.771,
  "relative_energy_kcal_mol": 11.4,
  "homo_lumo_gap_ev": [4.723, 4.413],
  "species": ["O", "H", "C", "C", "C", "H", "H", "H", "C", "C", "Re", "Cl", "C", "H", "C", "C", "C", "C", "H", "Cl", "N", "C", "C", "Cl", "H", "C", "H", "Se", "C", "C", "C", "O", "Cl", "C", "H", "C"],
  "xyz": [[-0.254, -1.133, 2.556], [-0.929, -2.094, -1.632], [-0.806, -1.378, -2.433], [-1.015, 0.810, -3.315], [-0.375, 0.352, -4.459], [4.663, 3.617, -0.499], [5.089, 2.638, -2.740], [0.171, -2.753, -3.752], [4.262, 2.284, -2.136], [3.425, 1.274, -2.602], [-0.419, 0.293, 1.087], [-4.800, 0.591, 3.870], [-0.181, -1.735, -3.613], [1.732, 0.017, -2.189], [1.013, 0.864, 0.228], [-3.582, -1.610, 4.941], [2.962, 2.378, -0.104], [-2.370, -0.358, 3.221], [2.770, 2.808, 0.871], [-0.045, -3.427, 4.405], [0.043, -0.899, -4.637], [-1.249, -0.066, -2.260], [4.020, 2.829, -0.878], [-5.016, -1.808, 5.909], [-0.181, 1.038, -5.280], [-3.497, -0.551, 4.026], [-1.313, 1.847, -3.231], [-2.156, 0.501, -0.674], [2.108, 1.356, -0.557], [-1.387, -2.330, 4.271], [-1.293, -1.299, 3.352], [-2.208, 0.616, 2.394], [-2.620, -3.821, 6.198], [-2.533, -2.500, 5.070], [3.597, 0.836, -3.579], [2.373, 0.813, -1.829]],
  "forces_ev_per_angstrom": [[0.1, 0.2, 0.0], [0.0, 0.0, 0.0], [0.0, 0.0, 0.0], [0.0, 0.0, -0.1], [0.0, 0.0, 0.0], [0.0, 0.0, 0.0], [0.0, 0.0, 0.0], [0.0, 0.0, 0.0], [0.0, 0.0, 0.0], [0.0, 0.0, 0.0], [-0.1, 0.2, 0.0], [0.0, 0.0, 0.0], [0.0, 0.0, 0.0], [0.0, 0.0, 0.0], [-0.3, -0.8, 0.1], [0.0, 0.0, 0.0], [0.0, 0.0, 0.0], [0.1, 0.1, 0.2], [0.0, 0.0, 0.0], [0.0, 0.0, 0.0], [0.0, 0.0, 0.0], [0.0, 0.0, 0.0], [0.0, 0.0, 0.0], [0.0, 0.0, 0.0], [0.0, 0.0, 0.0], [-0.1, 0.1, 0.1], [0.0, 0.0, 0.0], [0.1, 0.3, -0.1], [0.1, 0.3, 0.1], [0.0, 0.0, 0.0], [0.1, 0.0, -0.1], [0.0, -0.4, -0.3], [0.0, 0.0, 0.0], [0.0, 0.0, 0.0], [0.0, 0.0, 0.0], [0.0, 0.0, 0.0]],
  "mulliken_spin": [0.00, 0.00, -0.02, 0.00, 0.00, 0.00, 0.00, 0.00, -0.02, 0.01, 1.18, 0.00, 0.00, 0.00, -0.17, 0.01, -0.03, 0.01, 0.00, 0.00, 0.00, 0.01, 0.01, 0.00, 0.00, 0.00, 0.00, 0.01, 0.03, 0.01, -0.02, 0.00, 0.00, 0.00, 0.00, -0.02]
}